The following is a DFT calculation (wB97M-V/def2-TZVPD) of a cluster of 11 separate species, C50H58BBr4ClF18IN2O32 in total at a distorted geometry.

Positions of all 167 atoms, in Å:
C1 5.26 -0.16 1.89
C2 4.16 -1.02 1.24
C3 2.72 -0.74 1.70
I1 2.75 -1.09 3.88
N1 2.50 0.71 1.54
C4 1.12 1.21 1.49
C5 0.37 0.61 0.24
C6 -1.12 0.66 0.62
C7 -2.11 0.75 -0.54
O1 -3.37 0.34 -0.05
C8 -4.28 -0.04 -1.05
C9 -5.59 0.67 -0.82
F1 -6.36 0.54 -1.89
F2 -5.28 1.98 -0.73
C10 -6.35 0.31 0.47
F3 -7.54 0.92 0.38
F4 -5.76 0.85 1.52
C11 -6.65 -1.21 0.67
F5 -7.92 -1.32 1.05
F6 -6.58 -1.86 -0.47
C12 -5.84 -1.90 1.78
F7 -4.57 -1.53 1.79
F8 -5.86 -3.21 1.49
B1 0.60 1.75 -0.87
N2 1.51 1.65 -1.99
O2 -0.08 2.94 -0.71
C13 1.00 -0.79 -0.18
C14 0.32 -1.50 -1.34
Br1 1.18 -1.30 -3.08
C15 -0.78 -2.22 -1.43
C16 -1.27 -2.84 -2.72
Br2 -1.90 -2.59 0.07
C17 1.56 -1.66 1.01
Cl1 0.36 -1.83 2.38
C18 2.07 -3.07 0.67
Br3 3.11 -3.19 -1.00
C19 1.00 -4.19 0.73
C20 0.67 -4.96 -0.56
Br4 1.71 -5.62 1.92
H1 5.02 0.90 1.98
H2 5.55 -0.53 2.87
H3 6.13 -0.21 1.25
H4 4.19 -0.79 0.16
H5 4.48 -2.05 1.32
H6 2.96 1.17 2.34
H7 3.04 1.04 0.73
H8 1.14 2.29 1.40
H9 0.55 0.92 2.37
H10 -1.25 1.62 1.13
H11 -1.43 -0.07 1.36
H12 -1.77 0.23 -1.44
H13 -2.22 1.80 -0.82
H14 -4.34 -1.12 -1.13
H15 -3.91 0.32 -2.01
H16 -6.32 -1.81 2.75
H17 2.47 1.79 -1.69
H18 1.33 2.39 -2.66
H19 0.51 3.68 -0.90
H20 1.95 -0.46 -0.63
H21 -2.11 -3.50 -2.50
H22 -1.63 -2.03 -3.35
H23 -0.48 -3.40 -3.21
H24 2.80 -3.34 1.43
H25 0.06 -3.93 1.18
H26 1.42 -5.68 -0.81
H27 -0.20 -5.56 -0.31
H28 0.38 -4.33 -1.39
C21 -4.09 4.40 1.06
C22 -4.85 5.49 1.76
O3 -3.86 6.07 2.60
C23 -2.67 5.88 1.98
O4 -1.67 6.45 2.25
O5 -2.77 4.95 0.99
F9 -5.84 4.99 2.53
H29 -4.06 3.48 1.64
H30 -4.48 4.18 0.07
H31 -5.26 6.25 1.10
C24 5.51 -7.83 4.94
C25 4.47 -8.62 4.20
O6 4.13 -7.76 3.12
C26 5.24 -7.02 2.86
O7 5.40 -6.41 1.86
O8 6.14 -7.10 3.88
F10 3.36 -8.84 4.95
H32 5.07 -7.13 5.66
H33 6.23 -8.46 5.46
H34 4.83 -9.58 3.81
C27 1.86 5.88 2.83
C28 2.04 6.98 1.82
O9 2.91 6.38 0.86
C29 2.65 5.06 0.89
O10 2.99 4.30 0.03
O11 1.95 4.71 1.99
F11 2.66 8.05 2.36
H35 2.65 5.86 3.57
H36 0.90 5.92 3.33
H37 1.12 7.30 1.33
C30 -8.20 4.24 -0.90
C31 -8.91 5.36 -1.62
O12 -9.03 6.35 -0.61
C32 -7.97 6.17 0.23
O13 -7.60 6.97 1.02
O14 -7.39 4.96 0.04
F12 -10.15 4.98 -2.01
H38 -8.89 3.59 -0.36
H39 -7.59 3.63 -1.56
H40 -8.37 5.76 -2.47
C33 -6.22 4.51 -6.07
C34 -6.98 5.60 -5.35
O15 -5.99 6.17 -4.51
C35 -4.79 5.99 -5.15
O16 -3.80 6.55 -4.88
O17 -4.91 5.06 -6.14
F13 -7.97 5.09 -4.57
H41 -6.19 3.58 -5.49
H42 -6.62 4.30 -7.06
H43 -7.39 6.37 -6.00
C36 -1.96 -1.40 -8.00
C37 -0.99 -0.65 -7.12
O18 -0.92 -1.48 -5.97
C38 -1.15 -2.76 -6.40
O19 -0.91 -3.73 -5.77
O20 -1.70 -2.76 -7.64
F14 -1.49 0.56 -6.75
H44 -3.00 -1.15 -7.77
H45 -1.78 -1.23 -9.06
H46 0.00 -0.52 -7.54
C39 4.70 -1.41 8.27
C40 5.44 -0.45 7.37
O21 5.26 0.79 8.03
C41 5.13 0.51 9.36
O22 5.23 1.31 10.22
O23 4.88 -0.81 9.55
F15 4.86 -0.38 6.13
H47 3.63 -1.46 8.04
H48 5.11 -2.42 8.24
H49 6.49 -0.66 7.26
C42 8.10 -5.12 2.09
C43 8.64 -4.40 0.89
O24 8.88 -3.09 1.40
C44 9.16 -3.25 2.72
O25 9.66 -2.41 3.39
O26 8.79 -4.47 3.16
F16 7.72 -4.32 -0.10
H50 7.03 -4.99 2.20
H51 8.33 -6.19 2.07
H52 9.57 -4.80 0.49
C45 -1.36 -8.92 -1.94
C46 -0.15 -9.81 -1.81
O27 0.85 -9.06 -2.48
C47 0.52 -7.75 -2.33
O28 1.26 -6.84 -2.53
O29 -0.77 -7.61 -1.93
F17 -0.33 -10.98 -2.46
H53 -1.89 -9.07 -2.88
H54 -2.06 -9.04 -1.11
H55 0.16 -10.01 -0.79
C48 3.62 7.17 -3.63
C49 3.43 7.12 -2.14
O30 2.11 6.61 -2.01
C50 1.89 5.83 -3.10
O31 1.02 5.03 -3.18
O32 2.81 6.06 -4.06
F18 3.47 8.36 -1.58
H56 3.23 8.09 -4.07
H57 4.65 7.04 -3.93
H58 4.12 6.46 -1.61

## Properties
Gap between HOMO and LUMO   0.305 Eh
Net charge   +1
Electronic energy   -17333.5829 Ha
F_max   2.50 eV/Å

=====

The following is a DFT calculation (wB97M-V/def2-TZVPD) of a structure of composition C50H58N4O5P2S2Si2W.

Positions of all 124 atoms, in Å:
W1 -0.01 -0.75 -0.48
C1 -2.94 0.16 0.85
P1 -1.20 0.23 1.52
C2 -1.50 -0.67 3.08
C3 -1.27 0.02 4.26
C4 -1.53 -0.57 5.49
C5 -2.02 -1.86 5.55
C6 -2.26 -2.56 4.37
C7 -2.01 -1.97 3.15
C8 1.52 -1.53 3.83
C9 1.97 -0.22 3.93
C10 2.48 0.23 5.13
C11 2.53 -0.61 6.23
C12 2.07 -1.92 6.13
C13 1.56 -2.38 4.92
C14 -3.09 -0.93 -0.16
C15 -4.22 -1.45 -0.74
C16 -3.80 -2.44 -1.66
C17 -2.43 -2.48 -1.60
C18 -1.44 -3.40 -2.24
P2 0.12 -3.04 -1.41
C19 1.46 -3.86 -2.32
C20 2.18 -3.27 -3.34
C21 3.16 -3.99 -4.01
C22 3.42 -5.31 -3.66
C23 2.69 -5.91 -2.64
C24 1.72 -5.19 -1.97
C25 0.11 -3.57 0.23
C26 1.44 -3.60 0.95
C27 1.50 -4.67 2.00
C28 0.41 -5.28 2.45
C29 -0.91 -5.02 1.90
C30 -1.03 -4.22 0.82
N1 -1.98 -1.56 -0.67
H1 -3.22 1.13 0.46
H2 -3.60 -0.03 1.71
H3 -0.88 1.03 4.22
H4 -1.34 -0.01 6.41
H5 -2.21 -2.33 6.51
H6 -2.64 -3.57 4.41
H7 -2.19 -2.52 2.23
H8 1.88 0.43 3.07
H9 2.83 1.25 5.21
H10 2.92 -0.25 7.17
H11 2.10 -2.57 6.99
H12 1.18 -3.39 4.81
H13 -5.24 -1.16 -0.52
H14 -4.42 -3.08 -2.26
H15 -1.32 -3.23 -3.31
H16 -1.68 -4.46 -2.09
H17 1.99 -2.25 -3.63
H18 3.73 -3.52 -4.81
H19 4.19 -5.87 -4.18
H20 2.89 -6.94 -2.36
H21 1.16 -5.64 -1.15
H22 2.27 -3.75 0.23
H23 2.47 -4.90 2.42
H24 0.50 -6.02 3.24
H25 -1.78 -5.50 2.33
H26 -2.00 -4.07 0.37
O1 0.94 -1.99 2.67
C31 1.75 -2.21 1.56
O2 1.47 -1.26 0.55
H27 2.80 -2.11 1.83
N2 -0.90 0.84 -1.12
C32 -1.25 2.06 -1.09
N3 -2.34 2.54 -1.73
C33 -3.30 1.63 -2.33
C34 -3.34 1.84 -3.83
O3 -3.66 3.18 -4.14
C35 -2.71 4.07 -3.59
C36 -2.61 3.93 -2.08
H28 -4.29 1.87 -1.91
H29 -3.06 0.61 -2.07
H30 -4.12 1.22 -4.28
H31 -2.37 1.56 -4.27
H32 -3.03 5.08 -3.85
H33 -1.72 3.89 -4.04
H34 -3.55 4.23 -1.61
H35 -1.82 4.59 -1.72
O4 -3.68 4.16 3.26
S1 -3.34 4.78 2.02
O5 -4.35 5.41 1.23
N4 -2.53 3.67 1.05
C37 -1.33 4.07 0.83
S2 -0.20 3.20 -0.16
C38 -0.91 5.34 1.48
C39 0.31 6.00 1.43
C40 0.44 7.18 2.14
C41 -0.62 7.70 2.87
C42 -1.85 7.05 2.92
C43 -1.96 5.87 2.21
H36 1.14 5.60 0.86
H37 1.38 7.72 2.12
H38 -0.49 8.63 3.41
H39 -2.68 7.45 3.48
C44 4.59 0.06 -1.47
Si1 3.01 1.01 -1.11
C45 2.99 1.33 0.73
C46 3.17 2.71 -1.89
C47 1.59 -0.03 -1.83
Si2 1.11 0.47 -3.58
C48 2.57 0.21 -4.76
C49 -0.28 -0.61 -4.25
C50 0.63 2.27 -3.85
H40 5.47 0.64 -1.16
H41 4.70 -0.17 -2.53
H42 4.60 -0.88 -0.92
H43 3.87 1.94 0.98
H44 3.05 0.41 1.30
H45 2.10 1.88 1.06
H46 4.03 3.21 -1.43
H47 2.30 3.34 -1.73
H48 3.36 2.67 -2.97
H49 2.13 -0.98 -1.98
H50 2.79 -0.85 -4.94
H51 3.48 0.68 -4.40
H52 2.32 0.65 -5.73
H53 -1.18 -0.57 -3.63
H54 0.02 -1.66 -4.33
H55 -0.55 -0.28 -5.26
H56 1.49 2.83 -4.22
H57 0.26 2.79 -2.97
H58 -0.14 2.32 -4.62

## Properties
Gap between HOMO and LUMO   0.202 Eh
Net charge   0
Electronic energy   -4660.4859 Ha
Relative energy (zero: lowest compared OMol25 entry of this formula, charge and spin)   7.7 kcal/mol
F_max   0.84 eV/Å